[1]
Computed, not measured: a single C3Br2N2O3 molecule in a non-equilibrium geometry, with ωB97M-V/def2-TZVPD.

## Properties
Multiplicity: 3
<S²>: 2.014
HOMO-LUMO gap (spin up / spin down) (eV): 6.79 / 5.23
LUMO level (spin up / spin down) (eV): -0.4941 / -4.1017
Electronic energy (Ha): -5597.30078

The geometry in XYZ format:
```
10
Properties=species:S:1:pos:R:3:forces:R:3
C -0.04502 1.35114 0.04972 1.4518 -3.5991 -0.1211
C -1.17671 0.42805 0.00998 -0.3860 3.5561 -0.0045
C 1.23376 0.36109 -0.00402 -0.7364 5.3069 0.1434
N -0.83644 -0.81566 -0.02016 3.6626 -2.0118 -0.0484
N 0.86315 -0.85958 -0.02362 -4.3159 -2.3370 -0.0544
O -1.34894 -1.89367 -0.05254 -0.7494 -1.1885 -0.0389
O 1.30058 -1.97379 -0.06028 0.8620 -0.9269 -0.0337
O -0.00035 2.53510 0.11259 0.0675 1.9911 0.0336
Br -2.97356 0.98261 -0.06071 0.9481 -0.3440 0.0796
Br 2.98431 0.98948 -0.05882 -0.8043 -0.4469 0.0445
```
Forces are in eV/Å.

The net atomic charges from Mulliken, expressed in e, are:
1. C 0.61
2. C 0.03
3. C 0.11
4. N 0.48
5. N 0.49
6. O -0.59
7. O -0.54
8. O -0.59
9. Br -0.02
10. Br 0.01


[2]
Computed, not measured: 2 unconnected molecules or ions with the total composition C3BrF3O2 in a non-equilibrium geometry, with ωB97M-V/def2-TZVPD.

## Properties
Multiplicity: 3
<S²>: 2.008
HOMO-LUMO gap (spin up / spin down) (eV): 6.76 / 8.63
LUMO level (spin up / spin down) (eV): -0.3445 / -2.5790
Electronic energy (Ha): -3138.23543

The geometry in XYZ format:
```
9
Properties=species:S:1:pos:R:3:forces:R:3
C -0.19914 0.71526 2.00655 -0.4443 -2.7801 2.0615
C 0.00113 0.20728 -0.17902 0.7475 0.3082 -2.7183
C 0.26011 -0.89099 -1.23232 1.2520 -1.2412 0.3660
O -0.24825 -0.06519 2.87445 0.1086 0.6905 -0.0182
O -0.43761 1.21144 -0.61701 -0.0535 -0.9067 0.3223
F 0.74675 -0.32692 -2.31575 0.8120 0.1096 -0.6310
F -0.85916 -1.45839 -1.52859 -2.1226 -0.8549 -0.4397
F 1.08567 -1.89091 -0.81400 -0.1308 1.1621 -0.0964
Br -0.34951 2.49843 1.80569 -0.1687 3.5125 1.1538
```
Forces are in eV/Å.

The net atomic charges from Mulliken, expressed in e, are:
1. C 0.45
2. C 0.07
3. C 0.84
4. O -0.34
5. O -0.29
6. F -0.22
7. F -0.23
8. F -0.25
9. Br -0.03


[3]
Computed, not measured: a single C3BrFN2 molecule in a non-equilibrium geometry, with ωB97M-V/def2-TZVPD.

## Properties
ΔE to the lowest compared entry with this formula, charge and spin (kcal per mole): 65.8
HOMO-LUMO gap (eV): 7.08
LUMO level (eV): -3.7225
Electronic energy (Ha): -2897.53565

The geometry in XYZ format:
```
7
Properties=species:S:1:pos:R:3:forces:R:3
C 0.61062 1.16956 0.10775 0.6086 0.9190 -1.0626
C -0.94800 -0.59347 -0.70696 0.8446 0.2470 0.3999
C -0.17362 0.04062 0.31796 -1.1690 -1.5109 2.1421
N 1.19835 2.09948 -0.23974 -0.0834 -0.2069 0.3901
N -1.54022 -1.10087 -1.54950 -0.1995 -0.0618 -0.0785
F 1.32397 -1.95809 2.48593 -1.3105 1.0588 -0.5041
Br -0.21099 -0.64334 2.00338 1.3091 -0.4454 -1.2869
```
Forces are in eV/Å.

The net atomic charges from Mulliken, expressed in e, are:
1. C 0.25
2. C 0.19
3. C 0.13
4. N -0.27
5. N -0.26
6. F -0.49
7. Br 0.45


Which of these has the lowest electronic energy?
C3Br2N2O3